1.
{
  "formula": "C22H49O15P3S2",
  "method": "ωB97M-V with the def2-TZVPD basis set",
  "homo_ev": -9.0,
  "lumo_ev": -0.1100,
  "total_energy_ha": -3816.74250,
  "charge": 0,
  "species": ["C", "H", "H", "H", "H", "O", "H", "H", "H", "O", "H", "H", "H", "C", "H", "O", "O", "C", "H", "O", "H", "H", "O", "O", "H", "P", "C", "O", "C", "C", "H", "H", "O", "O", "O", "P", "S", "H", "C", "H", "C", "H", "O", "C", "H", "H", "H", "C", "H", "H", "H", "H", "H", "O", "O", "H", "H", "O", "H", "H", "H", "C", "H", "H", "H", "H", "C", "H", "H", "C", "C", "H", "C", "C", "H", "C", "H", "H", "S", "H", "P", "H", "H", "C", "C", "C", "H", "H", "C", "H", "C"],
  "coordinates": [[0.2255, -3.7508, -1.9156], [-7.3604, 3.1204, 0.8154], [0.0152, -1.4664, -0.2067], [-3.6953, 0.0810, -4.5333], [-2.4935, 1.9646, -2.4466], [3.3166, -1.4015, -3.3132], [-6.7076, 4.7637, 0.8166], [-9.9016, 2.8695, -2.1685], [1.5589, 2.5474, 0.9213], [2.6334, 1.0321, 3.9148], [-9.2399, 2.3299, -3.7197], [0.0866, -4.6406, -1.2771], [0.7949, 0.0274, 3.8915], [2.5492, 2.8960, 0.6129], [4.7188, -4.1968, -3.2776], [1.9251, -0.4253, -1.5440], [-7.0365, 1.1420, -2.6359], [-1.0065, -2.8150, -1.7022], [2.2197, -0.9261, 4.2552], [6.3998, -2.1022, -0.8052], [-1.8883, -3.4754, -1.5713], [2.7960, 2.4432, -0.3492], [-4.8418, 0.8793, -3.0504], [0.6254, 2.3412, 4.3672], [-8.0931, 1.6989, -0.9423], [-5.7474, 2.1810, -2.6512], [4.3658, -2.1280, -2.6697], [0.9081, -1.1513, -3.5141], [-3.7300, 0.9954, -3.9367], [3.5998, 2.5557, 1.6514], [3.7666, 1.4788, 1.7230], [-7.4637, 4.1058, -0.6433], [-5.6162, 2.1381, -1.0034], [5.3670, 0.2221, -1.4090], [3.2961, 3.0960, 2.9313], [2.0009, 2.5546, 3.8106], [-1.6775, -2.6885, 1.0558], [0.1584, -4.1350, -2.9524], [4.1199, -3.6558, -2.5273], [4.5570, -3.9522, -1.5527], [5.0113, -4.4831, 1.2146], [2.2912, -4.0194, -3.6028], [-4.7844, 3.2776, -2.9938], [3.4932, -4.2172, 1.2312], [2.6362, -2.3327, 0.0722], [0.9935, 4.2411, 5.7420], [5.4802, -3.5494, 0.8657], [1.9621, -0.5150, 2.1707], [4.5556, 2.9931, 1.3532], [-3.8641, 1.8228, -4.6328], [-1.2212, -1.8808, 2.0533], [-4.8848, 3.0765, 0.6376], [1.3071, 1.9771, 6.9555], [2.7175, 3.2601, 5.1009], [2.9979, -3.8469, 2.2352], [5.3197, -4.6183, 2.2602], [2.4778, -5.1506, -2.2751], [2.7825, -4.4407, 0.0594], [-1.6301, -1.0276, -0.6480], [5.2876, -5.3519, 0.6023], [5.2478, -2.0205, -3.3345], [-2.4410, 1.1367, -3.1542], [1.3715, -1.4085, 1.9599], [-2.2475, 0.2364, -2.5664], [-8.3530, 3.5082, -2.7626], [-4.9420, 4.1062, -0.7806], [1.9452, 3.8770, 6.1282], [1.6142, 0.2906, 1.5173], [-1.2571, -2.1961, -2.5776], [1.8438, -0.1160, 3.6272], [1.6524, -3.1374, -1.7600], [2.7003, 2.6788, 7.7504], [-6.8311, 3.8624, 0.2143], [-0.9690, -1.8881, -0.4546], [2.4821, 3.9766, 0.4793], [2.6321, -4.0992, -2.5479], [2.5043, 4.7502, 6.4718], [4.8459, 0.7586, -0.7902], [1.8955, -1.4980, -2.5131], [3.0017, -0.7253, 1.9080], [4.9314, -1.3395, -1.0363], [1.1765, -3.2276, 0.4273], [-8.8833, 0.5862, -2.0299], [-8.2610, 1.4828, -1.9981], [-8.9831, 2.6153, -2.6985], [1.7418, 2.9206, 7.2858], [1.0903, 3.3602, 8.0433], [7.0825, -1.6739, -1.3525], [2.0527, -3.2160, -0.2450], [-1.5938, 1.3012, -3.8220], [-5.4845, 3.3303, -0.2389]],
  "forces_ev_per_a": [[-0.9, 0.9, -1.3], [0.0, 0.0, 0.0], [-0.2, -0.3, -0.3], [-0.2, -0.1, 0.1], [-0.1, 0.1, -0.1], [-1.0, -1.5, 0.9], [0.0, 0.0, 0.0], [0.0, 0.0, 0.0], [0.0, -0.1, -0.1], [-0.5, 0.6, -1.0], [0.0, 0.0, 0.0], [0.7, 0.5, 0.1], [0.1, 0.3, 0.1], [0.0, 0.2, 0.1], [-0.5, 0.2, 0.1], [1.0, -1.2, 1.2], [-0.3, 2.3, -1.4], [-0.3, -0.3, 0.8], [0.1, 0.1, 0.0], [-0.5, 1.0, -1.0], [0.4, 0.2, -0.1], [-0.1, 0.0, 0.0], [-0.8, 0.2, -0.6], [-0.7, 1.4, -3.3], [0.2, 0.1, -0.1], [4.9, -4.5, 3.8], [2.1, 0.0, -0.5], [0.7, -2.0, 0.0], [0.4, 0.0, 0.0], [0.2, -0.1, -0.6], [-0.2, 0.0, 0.2], [0.0, 0.1, 0.0], [-0.9, 0.6, -0.6], [-0.3, -1.0, -0.1], [-2.4, 0.5, -1.0], [3.9, -2.6, 6.0], [0.3, -0.2, 0.0], [-0.1, 0.2, 0.4], [0.1, -0.3, 1.1], [-0.2, 0.1, -0.4], [-0.7, 0.0, -0.1], [0.2, -0.1, 0.4], [-3.1, 1.2, -1.5], [1.7, -1.3, -0.4], [0.0, -0.5, -0.3], [0.0, -0.1, 0.0], [0.0, -0.5, -0.2], [0.1, 0.2, -0.1], [0.0, 0.1, 0.2], [0.0, 0.1, 0.1], [0.0, -0.1, -0.7], [0.0, -0.1, -0.1], [-0.1, 0.1, -0.1], [-0.2, 0.6, -0.8], [-1.3, 0.8, 0.9], [-0.1, -0.1, -0.4], [0.2, 0.5, 0.3], [0.7, 1.1, 0.0], [0.4, -0.3, -0.1], [0.0, 0.4, 0.0], [-0.5, 0.1, 0.1], [0.1, 0.0, 0.2], [0.0, 0.0, 0.1], [0.0, 0.0, -0.1], [0.0, 0.0, 0.1], [0.0, -0.2, -0.2], [-0.1, -0.1, 0.4], [-0.1, -0.1, 0.0], [0.6, -0.2, 0.3], [-0.2, -0.6, 0.0], [1.2, -2.8, 0.8], [0.0, 0.1, 0.0], [-0.1, -0.1, 0.0], [-0.4, 0.8, 0.1], [0.0, 0.0, 0.0], [-0.1, 1.2, -1.5], [0.1, -0.1, -0.1], [0.2, 0.1, -0.3], [-2.1, 4.3, -1.2], [0.0, -0.1, 0.0], [-0.3, -0.3, 1.3], [0.1, 0.1, -0.7], [0.2, -0.1, -0.1], [-0.6, 0.1, 0.2], [0.1, 0.0, -0.2], [0.1, -0.2, 0.1], [0.0, 0.0, 0.0], [0.0, -0.3, 0.1], [-0.7, 0.9, 0.7], [0.0, -0.1, 0.0], [0.2, 0.3, 0.4]]
}

2.
{
  "formula": "C5H12N2O5",
  "method": "ωB97M-V with the def2-TZVPD basis set",
  "homo_ev": -17.2,
  "de_lowest_kcal_mol": 0.0,
  "lumo_ev": -6.6943,
  "total_energy_ha": -682.74979,
  "charge": 2,
  "species": ["C", "H", "H", "O", "H", "C", "C", "O", "H", "C", "N", "H", "H", "O", "C", "H", "O", "H", "H", "N", "H", "O", "H", "H"],
  "coordinates": [[-1.4333, -0.2167, -0.3893], [1.8782, 2.3076, -1.2030], [-3.0796, 0.1179, 0.8309], [-0.6961, -0.5809, 0.7328], [2.5342, -0.8907, 0.0951], [0.5295, 0.9742, -0.3958], [1.4974, -1.3106, -0.1105], [-1.6680, -1.3029, -1.1900], [1.6878, -1.3394, -2.1525], [-0.7072, 0.9693, -0.9614], [-2.9252, 0.1335, -0.1348], [-3.1737, 1.0730, -0.4061], [2.2011, -0.1600, 2.1103], [1.5428, 1.8495, -0.4288], [0.6590, -0.1390, 0.6019], [-1.0198, 1.8044, -2.6800], [1.0020, -1.3921, -1.4460], [1.8160, 1.3619, 1.5616], [1.3357, -2.2608, 0.5788], [1.4312, 0.4441, 1.7967], [-0.7900, -1.4883, -1.5482], [-1.4091, 1.8092, -1.8143], [0.8190, 0.5015, 2.6140], [-3.3762, -0.5438, -0.6492]],
  "forces_ev_per_a": [[-0.8, 0.5, -1.2], [-0.6, -0.1, -0.6], [-0.8, -0.6, 2.1], [0.5, 0.0, 2.2], [-0.7, -1.1, -1.3], [-1.9, 1.7, -1.2], [0.1, 0.4, 2.7], [0.5, 0.5, -0.1], [-0.4, -0.2, 0.9], [0.8, 0.5, 0.2], [3.1, 2.1, 1.1], [0.0, 0.6, -0.8], [0.0, -0.1, -0.3], [0.6, -0.5, 1.0], [0.0, -0.3, -3.0], [0.3, 0.2, -1.0], [1.3, -0.3, 0.7], [0.0, 0.3, -0.2], [0.3, 1.6, -1.9], [-1.2, -1.5, 0.6], [0.3, -0.8, -0.6], [0.8, -1.1, 1.8], [-0.2, 0.4, 0.1], [-2.0, -2.0, -1.3]]
}

3.
{
  "formula": "C4H11ClNO3RuTi",
  "method": "ωB97M-V with the def2-TZVPD basis set",
  "homo_ev": [-7.0, -8.3],
  "spin_multiplicity": 6,
  "de_lowest_kcal_mol": 39.0,
  "lumo_ev": [-1.4425, -1.8588],
  "total_energy_ha": -1843.59903,
  "charge": 0,
  "s2": 8.79,
  "species": ["C", "H", "N", "H", "H", "C", "H", "O", "H", "Ti", "H", "O", "H", "H", "O", "Cl", "C", "Ru", "H", "C", "H", "H"],
  "coordinates": [[2.6432, -0.0262, -0.6125], [-3.5224, 1.2647, 0.1632], [3.4723, 2.7012, 0.8485], [3.4195, 0.6073, -0.2845], [-0.4749, -0.7419, 2.0477], [-2.1016, -2.1359, -1.5391], [0.1490, -2.0872, 0.8081], [3.9346, 2.3514, 1.8741], [-2.9752, -2.6650, -1.1971], [-1.8613, -0.6911, -0.1005], [-4.0721, -0.2337, 1.0092], [2.1089, 1.7961, 0.6236], [2.8569, -0.9946, -0.2221], [2.5963, 0.0940, -1.6828], [3.5976, 3.3949, -0.0965], [-0.8644, 0.9547, -1.5360], [-3.2752, 0.4712, 0.8444], [0.7933, 0.5410, 0.2454], [-1.2141, -2.7496, -1.5330], [-0.1388, -1.0494, 1.0566], [-2.2452, -1.6262, -2.4756], [-2.8266, 0.8241, 1.7589]],
  "forces_ev_per_a": [[-0.1, -1.0, -0.2], [-0.5, 0.5, 0.0], [-3.3, -2.3, -0.9], [0.7, 0.3, 0.2], [0.1, -0.6, 0.4], [-0.4, 0.4, 0.4], [-0.2, 0.4, 0.7], [0.8, 1.4, -1.1], [-0.5, -0.8, -0.3], [0.6, 0.3, -0.1], [-0.9, 0.0, 0.4], [0.5, 3.2, 2.0], [-0.1, -1.0, -0.3], [-0.5, -0.5, -0.4], [1.2, 0.1, 1.5], [0.1, 0.5, -0.2], [0.3, -0.6, -0.6], [1.1, -0.5, -0.6], [0.2, -0.4, -0.2], [1.1, 0.4, -0.6], [-0.2, -0.2, -0.7], [-0.1, 0.3, 0.5]]
}